{
  "formula": "C19H45BeN7O21S2",
  "method": "wB97M-V/def2-TZVPD",
  "max_force_ev_per_a": 6.7,
  "multiplicity": 1,
  "relative_energy_kj_mol": 0.0,
  "mol_weight_g_mol": 780.743,
  "e_homo_ev": -8.33,
  "species": ["Be", "O", "C", "C", "O", "H", "H", "H", "H", "C", "N", "O", "O", "H", "H", "H", "C", "N", "O", "O", "H", "H", "H", "C", "N", "O", "O", "H", "H", "H", "C", "N", "O", "O", "H", "H", "H", "C", "C", "O", "S", "O", "O", "O", "H", "H", "H", "H", "C", "C", "O", "S", "O", "O", "O", "H", "H", "H", "H", "C", "O", "N", "C", "C", "H", "H", "H", "H", "H", "H", "H", "C", "O", "N", "C", "C", "H", "H", "H", "H", "H", "H", "H", "C", "O", "N", "C", "C", "H", "H", "H", "H", "H", "H", "H"],
  "xyz": [[3.16, -1.69, -0.22], [0.06, 0.76, -0.34], [-0.96, 0.68, 0.59], [-0.75, 0.02, 2.01], [0.10, -1.10, 2.16], [-1.79, 0.20, 0.07], [-1.51, 1.60, 0.73], [-1.75, -0.28, 2.32], [-0.35, 0.85, 2.59], [2.87, 5.11, 1.89], [3.58, 6.34, 2.41], [3.90, 7.20, 1.59], [3.92, 6.46, 3.62], [2.52, 4.42, 2.65], [3.63, 4.63, 1.28], [2.04, 5.56, 1.33], [-1.59, -1.09, -5.32], [-2.61, -1.52, -6.31], [-3.71, -1.80, -5.83], [-2.29, -1.65, -7.46], [-0.83, -0.56, -5.89], [-1.16, -1.91, -4.74], [-2.15, -0.43, -4.66], [-4.28, 5.69, 0.17], [-3.11, 6.05, -0.67], [-2.07, 6.49, -0.08], [-3.20, 5.85, -1.88], [-4.43, 4.61, 0.09], [-5.10, 6.28, -0.24], [-4.20, 5.98, 1.22], [-6.46, -0.79, 0.79], [-7.49, 0.34, 0.54], [-7.66, 1.13, 1.46], [-8.08, 0.21, -0.53], [-7.04, -1.68, 1.06], [-5.76, -0.50, 1.57], [-5.97, -1.02, -0.16], [1.96, 4.90, -3.79], [2.08, 6.45, -3.49], [3.29, 6.86, -4.08], [4.14, 5.67, -4.83], [5.03, 5.06, -3.90], [4.70, 6.09, -6.12], [2.74, 4.77, -4.96], [0.94, 4.55, -3.97], [2.44, 4.43, -2.94], [2.17, 6.65, -2.42], [1.28, 7.09, -3.87], [-1.31, -6.05, 4.26], [-1.11, -5.38, 5.64], [-0.94, -6.51, 6.55], [-1.19, -8.02, 5.84], [-2.15, -8.94, 6.45], [0.14, -8.60, 5.60], [-1.90, -7.31, 4.52], [-0.38, -6.34, 3.77], [-1.94, -5.53, 3.55], [-2.07, -4.91, 5.83], [-0.26, -4.69, 5.70], [1.33, 0.03, 8.03], [1.01, -0.78, 8.91], [1.27, 1.39, 8.10], [1.73, 2.27, 7.04], [0.87, 2.09, 9.30], [1.65, -0.34, 7.04], [2.52, 2.90, 7.44], [0.91, 2.92, 6.72], [2.10, 1.63, 6.24], [0.36, 3.00, 9.00], [0.33, 1.48, 10.03], [1.77, 2.21, 9.89], [4.10, 0.28, -5.54], [4.61, -0.16, -4.51], [4.70, 0.25, -6.79], [4.03, 0.63, -8.07], [6.09, -0.10, -7.01], [3.08, 0.66, -5.43], [4.50, 1.49, -8.56], [2.98, 0.86, -7.89], [4.04, -0.18, -8.79], [6.66, 0.09, -6.10], [6.29, -1.03, -7.56], [6.59, 0.72, -7.53], [-1.19, -5.51, -1.33], [0.02, -5.17, -1.33], [-1.63, -6.75, -1.22], [-3.06, -7.12, -1.30], [-0.75, -7.89, -1.18], [-1.98, -4.75, -1.38], [-3.44, -7.66, -0.43], [-3.43, -7.44, -2.27], [-3.64, -6.21, -1.13], [-0.92, -8.42, -0.25], [-0.93, -8.50, -2.07], [0.30, -7.59, -1.15]]
}

{
  "formula": "C19H45Cl6F2N6O10S2Tl",
  "method": "wB97M-V/def2-TZVPD",
  "total_charge": 2,
  "max_force_ev_per_a": 9.0,
  "multiplicity": 1,
  "relative_energy_kj_mol": 327.8,
  "mol_weight_g_mol": 1036.832,
  "e_homo_ev": -13.04,
  "species": ["Tl", "N", "S", "O", "O", "F", "S", "O", "O", "F", "Cl", "C", "C", "Cl", "H", "H", "H", "H", "Cl", "C", "C", "Cl", "H", "H", "H", "H", "Cl", "C", "C", "Cl", "H", "H", "H", "H", "C", "C", "C", "O", "H", "H", "H", "H", "H", "H", "H", "H", "O", "C", "N", "C", "H", "H", "H", "H", "H", "O", "C", "N", "C", "H", "H", "H", "H", "H", "O", "C", "N", "C", "H", "H", "H", "H", "H", "O", "C", "N", "C", "H", "H", "H", "H", "H", "O", "C", "N", "C", "H", "H", "H", "H", "H"],
  "xyz": [[14.43, 0.46, -5.92], [18.79, 1.78, -3.35], [19.73, 1.05, -2.30], [19.66, 1.52, -0.93], [20.97, 0.33, -2.66], [18.70, -0.16, -2.20], [20.02, 2.97, -3.56], [21.24, 2.57, -4.22], [20.04, 4.13, -2.70], [19.23, 3.58, -4.81], [21.87, 10.69, 3.86], [21.47, 9.15, 3.05], [21.53, 9.26, 1.57], [20.57, 10.62, 0.84], [20.46, 8.93, 3.38], [22.05, 8.37, 3.55], [21.43, 8.33, 1.01], [22.56, 9.41, 1.25], [18.86, -0.16, 8.51], [19.38, -0.37, 6.80], [19.18, 0.96, 6.10], [20.06, 2.28, 6.78], [18.95, -1.11, 6.13], [20.44, -0.59, 6.96], [18.15, 1.29, 6.18], [19.48, 0.86, 5.05], [21.56, -4.80, 1.73], [21.82, -5.98, 0.39], [20.67, -6.87, 0.06], [19.17, -6.03, -0.28], [22.73, -6.58, 0.46], [22.05, -5.38, -0.49], [20.47, -7.64, 0.80], [20.95, -7.48, -0.81], [27.17, 8.63, -5.10], [26.04, 7.84, -4.37], [24.71, 8.67, -4.41], [25.76, 6.60, -5.06], [27.07, 8.70, -6.18], [28.09, 8.20, -4.71], [27.28, 9.63, -4.68], [26.32, 7.56, -3.36], [24.19, 8.57, -5.36], [24.92, 9.69, -4.09], [24.06, 8.20, -3.67], [25.06, 6.06, -4.67], [29.14, -0.35, -6.20], [28.28, 0.50, -6.11], [28.49, 1.82, -6.22], [26.85, 0.12, -5.93], [27.70, 2.37, -5.93], [29.40, 2.24, -6.37], [26.61, -0.47, -5.05], [26.51, -0.43, -6.81], [26.31, 1.07, -5.90], [18.61, 1.88, -9.80], [19.65, 2.35, -10.23], [19.67, 3.59, -10.63], [20.86, 1.37, -10.34], [18.83, 4.10, -10.40], [20.30, 3.80, -11.39], [21.15, 1.27, -9.30], [21.71, 1.84, -10.84], [20.63, 0.39, -10.77], [24.04, 5.98, -12.16], [24.77, 6.43, -11.29], [24.61, 6.09, -10.03], [25.72, 7.58, -11.56], [25.04, 6.62, -9.28], [23.99, 5.34, -9.75], [26.77, 7.46, -11.30], [25.44, 8.32, -10.81], [25.62, 8.22, -12.44], [14.38, 4.71, -1.77], [14.70, 5.29, -0.73], [15.64, 4.83, 0.08], [14.06, 6.61, -0.28], [15.95, 3.89, -0.14], [15.82, 5.27, 0.97], [14.82, 7.39, -0.27], [13.61, 6.38, 0.68], [13.25, 6.95, -0.93], [18.85, -3.39, -6.50], [19.59, -4.32, -6.64], [19.08, -5.49, -6.77], [21.06, -4.18, -6.83], [19.52, -6.33, -7.12], [18.07, -5.57, -6.67], [21.36, -3.14, -6.83], [21.27, -4.56, -7.83], [21.60, -4.83, -6.14]]
}

{
  "formula": "C19H45IrN6OSi4Te",
  "method": "wB97M-V/def2-TZVPD",
  "total_charge": 3,
  "s_squared": 0.7587,
  "max_force_ev_per_a": 0.7,
  "multiplicity": 2,
  "relative_energy_kj_mol": 145.4,
  "mol_weight_g_mol": 805.771,
  "e_homo_ev": [-15.59, -15.92],
  "species": ["Ir", "C", "N", "C", "C", "N", "N", "C", "N", "N", "H", "H", "H", "H", "H", "H", "H", "H", "H", "H", "H", "O", "C", "C", "C", "C", "C", "C", "N", "H", "H", "H", "H", "H", "H", "H", "C", "Si", "C", "C", "Si", "Te", "Si", "C", "C", "C", "Si", "C", "C", "C", "H", "H", "H", "H", "H", "H", "H", "H", "H", "H", "H", "H", "H", "H", "H", "H", "H", "H", "H", "H", "H", "H", "H", "H", "H", "H", "H"],
  "xyz": [[1.88, 0.81, -0.54], [2.11, 6.17, 0.55], [2.64, 4.80, 0.66], [3.83, 4.60, 1.49], [1.96, 3.76, 0.18], [2.30, 2.51, 0.42], [0.81, 4.04, -0.53], [0.26, 3.24, -1.49], [-0.69, 3.80, -2.25], [0.63, 2.00, -1.63], [2.88, 6.85, 0.90], [1.23, 6.31, 1.17], [1.91, 6.42, -0.49], [4.44, 5.50, 1.43], [4.44, 3.78, 1.11], [3.56, 4.42, 2.54], [3.12, 2.42, 1.00], [0.41, 4.95, -0.40], [-0.86, 4.79, -2.25], [-1.18, 3.26, -2.94], [0.19, 1.52, -2.40], [3.85, 1.29, -1.69], [4.88, 0.60, -0.97], [4.43, -0.73, -0.45], [5.33, -1.74, -0.17], [4.87, -2.96, 0.28], [3.50, -3.15, 0.42], [2.65, -2.11, 0.15], [3.10, -0.90, -0.28], [3.82, 0.98, -2.61], [5.15, 1.25, -0.13], [5.77, 0.51, -1.59], [6.39, -1.57, -0.33], [5.56, -3.76, 0.51], [3.09, -4.10, 0.75], [1.59, -2.21, 0.25], [-1.46, -0.91, -3.09], [-1.52, -2.32, -1.84], [-3.09, -3.32, -1.97], [0.03, -3.38, -1.99], [-1.69, -1.26, 0.30], [0.13, 0.13, 1.22], [-1.98, -2.83, 2.18], [-1.91, -1.88, 3.78], [-3.60, -3.69, 1.89], [-0.49, -3.95, 1.94], [-3.62, 0.29, 0.42], [-5.13, -0.73, 0.01], [-3.20, 1.58, -0.89], [-3.69, 1.06, 2.11], [-1.22, -1.26, -4.09], [-0.70, -0.20, -2.78], [-2.42, -0.39, -3.14], [-3.39, -3.41, -3.01], [-3.93, -2.87, -1.43], [-2.94, -4.33, -1.59], [-0.16, -4.17, -2.72], [0.31, -3.86, -1.06], [0.88, -2.80, -2.37], [-2.73, -1.18, 3.87], [-0.97, -1.35, 3.91], [-2.00, -2.58, 4.62], [-4.45, -3.04, 2.11], [-3.66, -4.54, 2.57], [-3.71, -4.08, 0.87], [0.43, -3.37, 1.85], [-0.61, -4.59, 1.07], [-0.39, -4.60, 2.81], [-5.29, -0.81, -1.06], [-6.00, -0.23, 0.45], [-5.09, -1.73, 0.44], [-3.66, 1.34, -1.85], [-2.12, 1.67, -1.02], [-3.59, 2.55, -0.56], [-3.95, 0.33, 2.88], [-4.48, 1.82, 2.11], [-2.76, 1.55, 2.39]]
}

{
  "formula": "C19H46Cl2P2V",
  "method": "wB97M-V/def2-TZVPD",
  "s_squared": 0.8203,
  "max_force_ev_per_a": 2.9,
  "multiplicity": 2,
  "mol_weight_g_mol": 458.375,
  "e_homo_ev": [-5.45, -5.45],
  "species": ["V", "Cl", "P", "C", "C", "C", "C", "H", "C", "H", "H", "H", "H", "H", "H", "H", "C", "C", "H", "H", "H", "H", "H", "H", "C", "H", "C", "H", "H", "H", "H", "H", "H", "Cl", "H", "P", "C", "C", "C", "C", "H", "C", "H", "H", "H", "H", "H", "H", "H", "C", "C", "H", "H", "H", "H", "H", "H", "C", "H", "C", "H", "H", "H", "H", "H", "H", "C", "H", "H", "H"],
  "xyz": [[1.01, 0.96, 0.47], [-1.03, 1.62, -0.35], [2.37, 1.49, -1.33], [2.10, 3.33, -1.54], [4.10, 1.25, -0.62], [2.14, 0.69, -2.97], [1.33, 3.95, -0.37], [1.46, 3.36, -2.43], [3.38, 4.13, -1.82], [4.05, 4.18, -0.95], [3.09, 5.17, -2.07], [3.94, 3.74, -2.68], [0.29, 3.59, -0.33], [1.28, 5.04, -0.51], [1.81, 3.78, 0.60], [1.12, 1.03, -3.22], [2.13, -0.84, -2.92], [3.08, 1.23, -4.08], [2.88, 2.29, -4.30], [2.90, 0.66, -5.00], [4.14, 1.11, -3.81], [1.86, -1.24, -1.94], [3.09, -1.29, -3.22], [1.36, -1.21, -3.62], [4.08, 1.67, 0.85], [4.77, 1.91, -1.20], [4.57, -0.21, -0.75], [3.75, 2.71, 0.98], [5.09, 1.60, 1.25], [3.45, 0.98, 1.44], [3.89, -0.89, -0.22], [5.57, -0.32, -0.30], [4.66, -0.53, -1.80], [1.76, -1.03, 1.26], [0.69, 0.05, -0.66], [-3.27, -1.50, 1.25], [-3.71, -1.73, -0.48], [-2.51, -2.86, 2.17], [-3.85, 0.07, 1.90], [-2.52, -1.92, -1.43], [-4.19, -0.78, -0.79], [-4.76, -2.86, -0.50], [-4.34, -3.83, -0.20], [-5.23, -2.94, -1.49], [-5.55, -2.64, 0.23], [-1.93, -0.98, -1.47], [-2.92, -2.11, -2.44], [-1.86, -2.75, -1.13], [-3.83, 0.73, 1.02], [-3.00, 0.74, 2.98], [-5.30, -0.22, 2.31], [-5.92, -0.35, 1.41], [-5.70, 0.59, 2.91], [-5.38, -1.16, 2.87], [-1.97, 0.36, 3.02], [-3.47, 0.63, 3.97], [-2.92, 1.81, 2.76], [-1.67, -3.81, 1.31], [-3.43, -3.41, 2.53], [-1.69, -2.40, 3.38], [-2.19, -4.17, 0.41], [-1.42, -4.68, 1.94], [-0.71, -3.36, 1.02], [-0.77, -1.89, 3.07], [-1.39, -3.32, 3.91], [-2.26, -1.76, 4.06], [0.46, 1.76, 2.31], [-0.40, 2.44, 2.18], [1.24, 2.31, 2.82], [0.21, 0.85, 2.91]]
}

{
  "formula": "C19H46Cl3N3O6",
  "method": "wB97M-V/def2-TZVPD",
  "total_charge": -1,
  "s_squared": 0.7530,
  "max_force_ev_per_a": 3.3,
  "multiplicity": 2,
  "mol_weight_g_mol": 518.951,
  "e_homo_ev": [0.16, -6.13],
  "species": ["C", "Cl", "Cl", "Cl", "H", "C", "O", "C", "C", "N", "C", "C", "O", "C", "H", "H", "H", "H", "H", "H", "H", "H", "H", "H", "H", "H", "H", "H", "H", "C", "O", "C", "C", "N", "C", "C", "O", "C", "H", "H", "H", "H", "H", "H", "H", "H", "H", "H", "H", "H", "H", "H", "H", "C", "O", "C", "C", "N", "C", "C", "O", "C", "H", "H", "H", "H", "H", "H", "H", "H", "H", "H", "H", "H", "H", "H", "H"],
  "xyz": [[-0.64, -0.52, 2.75], [-2.34, 0.01, 2.47], [0.00, -1.32, 1.30], [-0.47, -1.51, 4.20], [-0.05, 0.38, 2.89], [2.61, -3.13, 5.01], [3.46, -4.14, 4.46], [4.17, -3.80, 3.26], [5.07, -4.83, 2.74], [5.79, -4.29, 1.59], [6.87, -5.17, 1.11], [7.58, -4.66, -0.16], [8.18, -5.77, -0.83], [8.46, -5.69, -2.15], [1.86, -2.80, 4.30], [3.14, -2.35, 5.55], [1.89, -3.57, 5.71], [4.82, -2.96, 3.48], [3.52, -3.40, 2.48], [4.58, -5.77, 2.51], [5.73, -5.03, 3.58], [5.17, -4.07, 0.82], [6.36, -6.10, 0.83], [7.61, -5.39, 1.88], [8.30, -3.88, 0.07], [6.81, -4.19, -0.78], [7.59, -5.21, -2.61], [8.67, -6.63, -2.65], [9.30, -5.00, -2.26], [-7.17, 3.92, -5.87], [-7.50, 4.12, -4.52], [-8.73, 3.52, -4.15], [-8.99, 3.47, -2.60], [-7.85, 3.07, -1.83], [-7.75, 1.59, -1.73], [-6.74, 1.15, -0.65], [-5.41, 1.46, -1.02], [-4.36, 0.96, -0.09], [-6.25, 4.45, -6.10], [-7.89, 4.33, -6.59], [-6.88, 2.91, -6.18], [-8.75, 2.48, -4.46], [-9.54, 4.05, -4.65], [-9.84, 2.80, -2.43], [-9.24, 4.47, -2.23], [-7.01, 3.43, -2.27], [-7.38, 1.21, -2.68], [-8.70, 1.08, -1.62], [-6.83, 0.07, -0.61], [-6.99, 1.53, 0.34], [-4.21, 1.52, 0.83], [-3.38, 0.99, -0.57], [-4.46, -0.12, 0.00], [3.46, -0.11, -0.49], [3.61, 1.25, -1.07], [2.63, 1.69, -2.03], [1.21, 1.89, -1.48], [1.21, 2.72, -0.23], [-0.03, 2.61, 0.50], [0.16, 3.39, 1.79], [1.15, 2.88, 2.66], [1.62, 3.74, 3.69], [3.21, -0.87, -1.23], [2.66, -0.15, 0.25], [4.35, -0.47, 0.02], [2.62, 0.98, -2.86], [2.88, 2.67, -2.43], [0.66, 0.96, -1.34], [0.64, 2.44, -2.23], [1.92, 2.50, 0.45], [-0.23, 1.54, 0.64], [-0.88, 2.95, -0.08], [-0.79, 3.44, 2.33], [0.48, 4.37, 1.45], [1.85, 4.69, 3.21], [2.57, 3.44, 4.12], [0.86, 3.75, 4.47]]
}

{
  "formula": "C19H46CrF2N6O10P2",
  "method": "wB97M-V/def2-TZVPD",
  "total_charge": 1,
  "s_squared": 3.7699,
  "max_force_ev_per_a": 3.3,
  "multiplicity": 4,
  "relative_energy_kj_mol": 32.4,
  "mol_weight_g_mol": 670.549,
  "e_homo_ev": [-10.49, -10.97],
  "species": ["Cr", "C", "O", "H", "H", "H", "O", "H", "C", "C", "O", "C", "O", "O", "F", "H", "H", "H", "C", "C", "O", "C", "O", "O", "F", "H", "H", "H", "O", "P", "N", "C", "C", "N", "C", "C", "N", "C", "C", "H", "H", "H", "H", "H", "H", "H", "H", "H", "H", "H", "H", "H", "H", "H", "H", "H", "H", "O", "P", "N", "C", "C", "N", "C", "C", "N", "C", "C", "H", "H", "H", "H", "H", "H", "H", "H", "H", "H", "H", "H", "H", "H", "H", "H", "H", "H"],
  "xyz": [[0.05, 1.02, -0.24], [0.82, 1.81, 2.35], [1.17, 1.06, 1.25], [1.16, 2.86, 2.21], [-0.21, 1.87, 2.78], [1.35, 1.65, 3.30], [-0.48, 2.73, -0.34], [-0.01, 3.44, 0.15], [3.80, 4.31, -1.88], [3.22, 4.46, -0.42], [2.33, 3.38, -0.22], [2.26, 2.69, -1.41], [1.51, 1.80, -1.57], [3.13, 3.06, -2.29], [2.41, 5.58, -0.31], [4.84, 4.07, -1.85], [3.50, 5.13, -2.52], [3.92, 4.47, 0.42], [-3.47, 3.63, -2.86], [-2.13, 3.96, -3.52], [-1.38, 2.66, -3.53], [-1.95, 1.94, -2.55], [-1.46, 0.95, -1.99], [-3.24, 2.41, -2.23], [-1.26, 4.79, -2.82], [-4.25, 3.50, -3.67], [-3.72, 4.40, -2.11], [-2.10, 4.34, -4.55], [0.82, -0.81, -0.70], [1.85, -1.84, -1.16], [1.38, -3.41, -0.77], [1.14, -3.57, 0.68], [1.10, -4.63, -1.58], [3.24, -1.61, -0.31], [3.78, -0.29, 0.14], [4.31, -2.60, -0.17], [2.08, -1.95, -2.79], [3.19, -1.17, -3.42], [0.90, -2.02, -3.63], [1.39, -4.60, 0.98], [0.09, -3.46, 0.97], [1.74, -2.85, 1.32], [0.80, -4.43, -2.60], [0.33, -5.12, -0.99], [1.97, -5.28, -1.66], [3.24, 0.56, -0.32], [3.75, -0.14, 1.25], [4.85, -0.29, -0.21], [5.22, -2.39, -0.73], [4.61, -2.63, 0.89], [3.96, -3.61, -0.42], [3.41, -1.73, -4.29], [2.81, -0.17, -3.72], [4.02, -1.21, -2.73], [0.99, -1.40, -4.48], [0.03, -1.55, -3.04], [0.65, -3.08, -3.93], [-1.52, 0.39, 0.77], [-2.17, -0.34, 1.89], [-1.35, -0.52, 3.27], [-0.13, -1.32, 3.30], [-1.89, -0.01, 4.58], [-2.61, -1.91, 1.37], [-2.94, -3.03, 2.20], [-3.04, -2.06, -0.01], [-3.49, 0.53, 2.24], [-4.80, 0.04, 2.66], [-3.53, 1.88, 1.69], [0.42, -1.23, 2.38], [-0.31, -2.30, 3.56], [0.48, -0.81, 4.06], [-2.46, -0.80, 5.06], [-2.60, 0.78, 4.42], [-1.01, 0.17, 5.27], [-2.97, -2.85, 3.29], [-3.88, -3.51, 1.93], [-2.16, -3.79, 2.10], [-2.76, -3.03, -0.48], [-4.18, -1.98, -0.18], [-2.63, -1.22, -0.63], [-5.58, 0.00, 1.91], [-4.72, -0.99, 3.08], [-5.23, 0.64, 3.50], [-2.50, 2.23, 1.82], [-4.23, 2.46, 2.21], [-3.71, 1.90, 0.60]]
}